No. 1
Density functional theory data (ωB97M-V/def2-TZVPD) for a single C19H20N4O4S molecule at a distorted geometry.

Values from the calculation:
* LUMO energy: -0.046 hartree
* Kohn-Sham gap: 7.0 eV
* multiplicity: 1
* SMILES: O=C(NC(=S)Nc1ccc(CN2CCOCC2)cc1)c1ccc([N+](=O)[O-])cc1

```
48
C19H20N4O4S (ωB97M-V/def2-TZVPD)
O 3.234 1.168 0.450
C 3.863 0.143 0.245
N 3.289 -1.091 0.168
C 1.935 -1.439 0.248
S 1.621 -3.049 0.074
N 1.090 -0.425 0.449
C -0.298 -0.381 0.577
C -0.853 0.880 0.804
C -2.218 1.030 0.943
C -3.062 -0.071 0.867
C -4.550 0.074 1.024
N -5.246 -0.598 -0.069
C -4.954 -0.035 -1.373
C -5.534 1.390 -1.529
O -6.543 1.641 -0.571
C -7.426 0.549 -0.441
C -6.685 -0.695 0.109
C -2.504 -1.323 0.640
C -1.140 -1.487 0.493
C 5.344 0.153 0.079
C 6.054 1.157 0.738
C 7.426 1.234 0.621
C 8.087 0.307 -0.176
N 9.526 0.380 -0.307
O 10.064 -0.435 -1.024
O 10.099 1.252 0.308
C 7.392 -0.684 -0.859
C 6.020 -0.761 -0.729
H 3.885 -1.900 0.043
H 1.551 0.488 0.526
H -0.204 1.742 0.866
H -2.630 2.013 1.115
H -4.854 -0.428 1.950
H -4.816 1.136 1.112
H -3.874 -0.024 -1.522
H -5.397 -0.706 -2.114
H -5.939 1.527 -2.544
H -4.771 2.151 -1.351
H -7.882 0.326 -1.417
H -8.208 0.881 0.243
H -6.897 -0.830 1.170
H -7.027 -1.590 -0.424
H -3.156 -2.179 0.569
H -0.735 -2.468 0.317
H 5.509 1.868 1.340
H 7.996 1.998 1.128
H 7.938 -1.376 -1.482
H 5.481 -1.514 -1.286
```

***

No. 2
Density functional theory data (ωB97M-V/def2-TZVPD) for a molecular structure, C19H20N5NiS3Te.

Values from the calculation:
* LUMO energy (spin up / spin down): 0.012 / 0.012 hartree
* expectation value of S²: 0.782
* Kohn-Sham gap (spin up / spin down): 6.8 / 6.8 eV
* multiplicity: 2

```
49
C19H20N5NiS3Te (ωB97M-V/def2-TZVPD)
Ni 0.718 1.072 -0.893
N 3.381 2.871 -1.572
C 3.374 1.644 -2.226
C 4.385 1.434 -3.177
C 4.433 0.237 -3.849
C 3.479 -0.737 -3.560
C 2.525 -0.447 -2.615
N 2.456 0.726 -1.957
C 2.688 3.349 -0.462
C 3.204 4.477 0.189
C 2.522 4.987 1.268
C 1.348 4.368 1.689
C 0.912 3.266 0.991
N 1.565 2.760 -0.069
H 4.163 3.447 -1.831
H 5.113 2.212 -3.366
H 5.204 0.060 -4.586
H 3.474 -1.696 -4.057
H 1.753 -1.157 -2.342
H 4.126 4.928 -0.157
H 2.903 5.859 1.784
H 0.779 4.737 2.530
H 0.001 2.746 1.257
Te -2.141 -0.508 -0.912
C -2.835 -0.070 0.993
C -4.138 -0.065 1.400
C -4.288 0.390 2.739
C -3.096 0.719 3.309
S -1.785 0.481 2.234
H -4.951 -0.411 0.776
H -5.234 0.453 3.256
H -2.922 1.066 4.315
C -2.778 -3.227 2.580
N -2.557 -3.733 1.250
C -1.296 -4.411 0.925
C -1.466 -4.695 -0.567
N -2.890 -4.385 -0.753
C -3.472 -3.733 0.277
S 0.004 -1.218 -0.374
H -1.988 -2.522 2.855
H -2.799 -4.037 3.315
H -3.734 -2.711 2.593
H -1.192 -5.326 1.517
H -0.451 -3.754 1.134
H -1.247 -5.733 -0.820
H -0.835 -4.039 -1.170
H -3.290 -4.316 -1.671
S -2.039 2.952 -1.147
C -1.086 1.689 -1.040
```

***

No. 3
Density functional theory data (ωB97M-V/def2-TZVPD) for a molecular structure, C19H21AuNO8S2.

Values from the calculation:
* LUMO energy: 0.036 hartree
* Kohn-Sham gap: 4.8 eV
* total charge: -1
* multiplicity: 1

```
52
C19H21AuNO8S2 (ωB97M-V/def2-TZVPD)
Au 1.986 0.102 -1.568
O 1.852 4.223 0.737
C 2.356 3.125 0.140
O 2.964 3.149 -0.890
C 2.211 1.903 1.001
C 2.157 2.019 2.372
C 2.280 0.875 3.156
C 2.522 -0.331 2.539
C 2.564 -0.372 1.152
N 2.361 0.713 0.410
C 2.993 -1.631 0.416
O 3.371 -2.583 1.060
O 2.970 -1.533 -0.873
H 2.030 4.957 0.129
H 2.025 2.997 2.810
H 2.216 0.945 4.233
H 2.691 -1.257 3.070
O 2.546 1.439 -4.927
S 1.464 0.719 -4.324
O 2.007 -0.473 -3.479
O 0.404 0.275 -5.173
S 0.744 1.699 -2.652
C -1.132 2.468 0.509
C -1.808 1.445 1.421
C -0.874 0.995 2.545
C -2.369 0.245 0.690
C -3.723 -0.029 0.825
C -4.305 -1.152 0.258
C -3.470 -2.019 -0.436
C -2.111 -1.790 -0.595
C -1.309 -2.826 -1.357
C -0.147 -3.399 -0.549
C -0.857 -2.299 -2.717
C -1.512 -0.612 -0.056
O -0.244 -0.327 -0.189
H -0.824 3.352 1.073
H -1.805 2.783 -0.291
H -0.259 2.008 0.044
H -2.663 1.949 1.888
H -0.075 0.383 2.122
H -1.416 0.387 3.272
H -0.437 1.851 3.071
H -4.335 0.661 1.400
H -5.362 -1.356 0.366
H -3.886 -2.924 -0.873
H -1.998 -3.659 -1.546
H 0.630 -2.653 -0.416
H 0.288 -4.262 -1.057
H -0.481 -3.716 0.442
H -0.239 -1.416 -2.586
H -1.712 -2.007 -3.329
H -0.276 -3.042 -3.270
```

***

No. 4
Density functional theory data (ωB97M-V/def2-TZVPD) for a molecular structure, C19H21BBeN2O2 at a distorted geometry.

Values from the calculation:
* LUMO energy (spin up / spin down): -0.034 / -0.033 hartree
* Kohn-Sham gap (spin up / spin down): 5.3 / 5.3 eV
* multiplicity: 1

```
46
C19H21BBeN2O2 (ωB97M-V/def2-TZVPD)
C -0.266 1.371 1.145
C 0.072 -1.136 1.321
H 0.580 1.953 1.535
H -0.784 0.928 2.011
H -0.987 2.077 0.699
H 0.175 -2.187 1.024
H 0.232 -1.072 2.433
H -1.068 -0.941 1.268
C 0.521 2.617 -1.414
C 0.833 3.404 -2.526
C 1.051 2.798 -3.749
C 0.950 1.421 -3.884
H 0.335 3.039 -0.437
H 0.889 4.492 -2.398
H 1.296 3.374 -4.645
H 1.061 0.880 -4.812
N 0.439 1.269 -1.529
C 0.645 0.669 -2.736
C 0.497 -0.761 -2.747
N 0.211 -1.298 -1.517
C 0.047 -2.658 -1.505
C 0.471 -2.884 -3.876
C 0.196 -3.479 -2.649
H -0.203 -3.118 -0.563
H 0.081 -4.576 -2.562
C 0.606 -1.502 -3.950
H 0.772 -0.951 -4.882
H 0.575 -3.462 -4.806
Be -0.200 0.152 -0.459
C -1.983 0.068 -0.357
H -2.298 -0.964 -0.462
H -2.359 0.655 -1.180
H -2.378 0.454 0.571
O 2.345 -1.344 1.036
B 1.488 -0.184 0.845
O 2.356 0.982 1.029
C 3.380 0.506 1.848
C 4.084 1.226 2.812
C 4.545 0.487 3.927
C 4.434 -0.907 3.963
C 3.892 -1.633 2.899
C 3.314 -0.892 1.878
H 4.183 2.299 2.714
H 4.896 1.035 4.783
H 4.680 -1.455 4.861
H 3.805 -2.726 2.869
```

***

No. 5
Density functional theory data (ωB97M-V/def2-TZVPD) for a molecular structure, C19H21BNOTm at a distorted geometry.

Values from the calculation:
* LUMO energy (spin up / spin down): -0.012 / -0.019 hartree
* expectation value of S²: 2.003
* Kohn-Sham gap (spin up / spin down): 8.6 / 8.5 eV
* multiplicity: 3

```
44
C19H21BNOTm (ωB97M-V/def2-TZVPD)
C 0.457 2.565 2.721
C 1.740 2.163 2.230
C 1.564 1.645 0.907
H 2.699 2.294 2.740
C 0.176 1.799 0.563
C -0.516 2.329 1.697
H -1.576 2.595 1.743
H 0.259 3.029 3.691
H 2.352 1.267 0.255
H -0.260 1.614 -0.416
C -0.009 -2.272 1.540
C -0.508 -2.290 2.882
C -1.634 -1.410 2.957
H -0.137 -2.927 3.689
C -1.865 -0.873 1.648
C -0.888 -1.441 0.764
H -0.874 -1.338 -0.321
H 0.853 -2.828 1.166
H -2.261 -1.251 3.839
H -2.678 -0.197 1.378
Tm 0.291 0.059 2.349
O 0.155 -0.035 -1.838
C 1.509 -0.080 -2.332
C 0.482 0.623 -3.180
H 2.216 0.546 -1.786
H 1.856 -1.061 -2.676
H 0.478 1.716 -3.129
H -0.201 1.826 -5.527
C -0.326 0.740 -5.565
C -0.048 -0.016 -4.398
C -0.216 -1.417 -4.458
H -0.040 -2.023 -3.568
C -0.599 -2.030 -5.657
H -0.705 -3.119 -5.695
C -0.851 -1.271 -6.808
H -1.154 -1.755 -7.737
C -0.723 0.126 -6.749
H -0.933 0.731 -7.637
B 0.286 0.379 7.294
C 0.420 0.243 5.768
N 0.500 0.124 4.601
H -0.458 1.321 7.528
H 1.375 0.560 7.822
H -0.209 -0.661 7.706
```

***

No. 6
Density functional theory data (ωB97M-V/def2-TZVPD) for a single C19H21BrN2O2S molecule.

Values from the calculation:
* LUMO energy: 0.019 hartree
* Kohn-Sham gap: 8.7 eV
* multiplicity: 1
* SMILES: CCc1ccc(OCC(=O)NC(=S)Nc2ccc(C)cc2C)c(Br)c1

```
46
C19H21BrN2O2S (ωB97M-V/def2-TZVPD)
C -4.107 -2.731 -1.064
C -3.044 -1.758 -1.577
C -2.025 -1.482 -0.510
C -0.891 -2.271 -0.379
C 0.031 -2.054 0.631
C -0.167 -1.027 1.543
O 0.661 -0.708 2.581
C 1.768 -1.538 2.838
C 2.905 -1.383 1.815
O 3.658 -2.277 1.543
N 2.918 -0.122 1.285
C 3.847 0.443 0.424
S 5.386 -0.079 0.250
N 3.388 1.541 -0.216
C 2.015 1.897 -0.338
C 1.539 3.018 0.329
C 0.213 3.385 0.212
C -0.656 2.641 -0.578
C -2.089 3.052 -0.707
C -0.166 1.523 -1.238
C 1.160 1.128 -1.132
C 1.670 -0.070 -1.870
C -1.301 -0.227 1.399
Br -1.533 1.203 2.625
C -2.222 -0.450 0.400
H -4.843 -2.931 -1.838
H -4.617 -2.312 -0.199
H -3.648 -3.671 -0.768
H -2.554 -2.189 -2.452
H -3.526 -0.826 -1.879
H -0.716 -3.074 -1.080
H 0.904 -2.684 0.696
H 2.150 -1.217 3.813
H 1.485 -2.594 2.907
H 2.138 0.479 1.541
H 4.068 2.036 -0.777
H 2.217 3.596 0.938
H -0.154 4.252 0.739
H -2.572 3.040 0.270
H -2.628 2.388 -1.378
H -2.156 4.068 -1.094
H -0.831 0.940 -1.860
H 1.950 -0.867 -1.181
H 2.556 0.185 -2.450
H 0.909 -0.457 -2.542
H -3.092 0.184 0.327
```